No. 1
Molecular formula: C4H5N3O
Method: DFT, the ωB97M-V functional and the def2-TZVPD basis

Summary:
- Structure (SMILES): Oc1nc2n(n1)CC2
- Relative energy (zero: lowest compared OMol25 entry of this formula, charge and spin): 388.92 kJ/mol
- LUMO energy: 0.4913 eV

Cartesian coordinates (Å):
C -1.572 -0.780 -0.042
C 1.861 -0.084 -0.134
C -1.396 0.699 0.238
H -2.183 1.417 -0.171
N 1.192 1.135 -0.285
N 1.138 -1.203 -0.074
H 3.481 0.675 0.418
O 3.246 -0.186 0.030
C -0.070 -0.790 -0.505
H -1.882 -1.532 0.614
H -2.363 -0.787 -0.944
N -0.045 0.652 -0.568
H -1.408 0.785 1.424


No. 2
Molecular formula: C3H5N3
Method: DFT, the ωB97M-V functional and the def2-TZVPD basis

Summary:
- Structure (SMILES): Nc1c[nH]cn1
- Relative energy (zero: lowest compared OMol25 entry of this formula, charge and spin): 79.98 kJ/mol
- LUMO energy: 0.9774 eV

Cartesian coordinates (Å):
C 1.286 -0.746 0.033
H -2.383 0.921 -0.035
H 2.292 1.196 -0.122
H -2.645 -0.791 0.293
H 2.054 -1.469 0.208
N -1.993 0.003 0.038
C -0.633 -0.010 -0.062
N 0.045 -1.178 -0.092
C 0.128 1.079 -0.063
H -0.102 2.186 0.099
N 1.391 0.607 0.069


No. 3
Molecular formula: C7H12O3
Method: DFT, the ωB97M-V functional and the def2-TZVPD basis

Summary:
- Relative energy (zero: lowest compared OMol25 entry of this formula, charge and spin): 693.54 kJ/mol
- LUMO energy: 0.2990 eV

Cartesian coordinates (Å):
O 1.635 2.329 -0.244
H -2.562 -1.126 -0.252
H 0.788 -1.216 -2.252
C 0.063 -1.647 -0.073
C -1.823 -0.375 -0.569
C 0.400 0.405 -0.572
H -1.641 -0.410 2.248
H -2.322 0.597 -0.699
H -0.313 1.697 -0.990
H -0.544 -2.562 -0.061
H 0.762 1.578 -2.194
O 2.367 0.206 0.860
C -0.842 0.175 1.771
H 1.031 -1.879 0.377
C 0.169 -0.896 -1.409
O -1.193 -0.764 -1.805
H 0.065 0.076 2.380
C -0.609 -0.313 0.367
C 1.174 1.533 -1.165
H 2.139 -0.140 1.726
H 2.382 1.493 0.778
H -1.126 1.238 1.776


No. 4
Molecular formula: C3H5FO
Method: DFT, the ωB97M-V functional and the def2-TZVPD basis

Summary:
- Structure (SMILES): FC[C@H]1CO1
- Relative energy (zero: lowest compared OMol25 entry of this formula, charge and spin): 111.63 kJ/mol
- LUMO energy: 1.1400 eV

Cartesian coordinates (Å):
H -1.242 -0.801 1.207
H 1.272 1.483 0.086
H -1.992 -1.124 -0.484
O -1.211 0.763 -0.206
C -0.066 0.009 -0.500
F 2.272 -0.241 -0.236
C 1.165 0.430 0.265
H 1.046 0.223 1.326
C -1.300 -0.585 0.120
H 0.057 -0.158 -1.578


No. 5
Molecular formula: C4H8BrF
Method: DFT, the ωB97M-V functional and the def2-TZVPD basis

Summary:
- Structure (SMILES): CC(C)[C@@H](F)Br
- Relative energy (zero: lowest compared OMol25 entry of this formula, charge and spin): 142.12 kJ/mol
- LUMO energy: 0.8950 eV

Cartesian coordinates (Å):
F 0.818 -2.154 -0.149
H 0.049 -0.078 1.963
C 0.004 0.399 -0.046
C -1.538 0.494 -0.115
Br 0.017 -1.339 -2.624
H -1.991 -0.223 0.550
C 0.813 -1.020 -0.973
H 1.902 -0.571 -1.101
H 0.846 1.372 1.759
H -1.823 0.209 -1.190
H -1.833 1.524 0.084
H 1.695 -0.223 1.315
H 0.336 1.223 -0.746
C 0.705 0.387 1.273


No. 6
Molecular formula: CH2BrCl3Ru
Method: DFT, the ωB97M-V functional and the def2-TZVPD basis

Summary:
- Net charge: +2
- 2S+1: 5
- LUMO energy (alpha / beta): -12.0492 / -13.2493 eV

Cartesian coordinates (Å):
C -0.437 1.639 2.304
H 0.374 2.012 2.930
Br 0.156 -2.359 -0.453
Cl -0.177 2.237 0.608
H -1.453 1.893 2.609
Ru 0.162 -0.065 -0.219
Cl 0.585 0.514 -2.205
Cl -0.304 -0.172 2.214